{
  "formula": "C26H31Br8N3O6",
  "method": "ωB97M-V/def2-TZVPD",
  "elements": ["H", "N", "C", "H", "C", "C", "Br", "H", "C", "Br", "N", "H", "Br", "H", "H", "H", "H", "C", "C", "H", "O", "Br", "H", "O", "C", "H", "Br", "O", "O", "C", "H", "Br", "H", "C", "C", "H", "H", "H", "H", "H", "C", "H", "C", "C", "H", "H", "H", "C", "C", "O", "H", "Br", "C", "H", "C", "O", "C", "C", "H", "C", "C", "C", "C", "Br", "H", "C", "H", "N", "H", "H", "C", "H", "H", "C"],
  "positions_angstrom": [[-5.54138, 0.88905, 0.52146], [0.89745, -1.42475, 7.83227], [4.13209, -1.73322, -4.29139], [1.34501, -5.87527, 6.31485], [0.57641, -2.58636, 6.91486], [-1.54842, -1.08052, 0.47665], [5.31187, -5.21310, 1.01914], [7.67803, -3.60658, 0.58776], [-5.91715, 4.84483, -3.01697], [-6.29885, -1.97356, -0.29562], [-4.80064, 2.52769, -2.77023], [7.46018, -3.73793, 2.27714], [6.55939, -2.38096, -2.60849], [-7.01587, 6.68196, -3.07264], [5.03904, -2.95133, 2.01691], [5.26652, -2.67422, 0.31396], [-4.84502, 5.90200, 0.51481], [-6.34579, 6.09455, -2.46242], [3.39042, 2.52378, -4.14865], [4.04199, 1.66070, -4.01207], [1.77304, -1.59777, 8.67401], [1.51333, 2.31351, -3.49251], [-6.05649, -0.16550, -1.97437], [-3.94937, 1.86592, -2.27659], [5.66510, -1.52592, -4.19974], [-6.31573, 7.33025, -0.75378], [3.56122, -1.05740, -6.07354], [-5.47590, 2.09213, -3.70430], [0.23080, -0.41960, 7.83931], [7.17564, -3.12130, 1.42454], [0.43434, -5.35262, 4.18473], [5.92490, 4.10622, -4.28861], [5.82684, -0.46522, -4.00778], [5.65017, -3.24119, 1.16215], [-6.69445, -0.17570, -1.09062], [-6.19093, 4.50503, -4.00489], [-2.88158, 0.13658, -0.57055], [-6.55687, 1.90708, -0.40011], [-0.40159, -2.91833, 3.65430], [3.85719, -2.78434, -4.20389], [1.01465, -4.86006, 6.15169], [6.24983, -1.80974, -5.07474], [-6.52125, 0.91256, 0.04460], [-1.83240, -0.10859, -0.49655], [0.14349, -1.21596, 5.39834], [3.47610, 4.79178, -3.75393], [1.41906, -4.16560, 8.05028], [-0.76974, 0.29837, -1.37024], [-5.22137, 3.91163, -2.27661], [3.06061, -1.03051, -0.63704], [-2.37865, -1.31623, 1.12592], [-7.88568, 0.68568, 1.43956], [0.07812, -2.26730, 5.63666], [-4.20919, 3.61745, -0.38437], [1.03560, -3.87664, 7.08289], [2.53468, -2.21184, 0.99186], [0.49395, -0.11368, -1.04008], [-5.06944, 5.59137, -0.49492], [1.32737, 0.28106, -1.60220], [-0.22669, -1.48136, 0.74726], [4.04175, 3.87827, -3.57054], [0.49399, -4.55311, 4.90835], [-5.93353, 6.41990, -1.19148], [7.68433, -1.20878, 1.67484], [3.31365, 2.52089, -5.23594], [-0.03011, -3.22222, 4.62179], [-7.74525, -0.01182, -1.32953], [2.20091, -1.43652, 0.07673], [0.00965, -2.13033, 1.57755], [3.65148, -1.28521, -3.42168], [-4.77338, 4.30795, -0.99372], [4.06265, 3.74009, -2.48953], [-0.97665, 1.04941, -2.11826], [0.80651, -1.01949, -0.05603]],
  "mulliken_spin": [0.00, 0.00, 0.00, 0.00, 0.00, 0.26, 0.00, 0.00, 0.00, 0.00, 0.00, 0.00, 0.00, 0.00, 0.00, 0.00, 0.00, 0.00, 0.00, 0.00, 0.00, 0.01, 0.00, 0.00, 0.00, 0.00, 0.00, 0.00, 0.00, 0.00, 0.00, 0.00, 0.00, 0.00, 0.00, 0.00, 0.01, 0.00, 0.00, 0.00, 0.00, 0.00, 0.00, -0.01, 0.00, 0.00, 0.00, 0.21, 0.00, -0.01, 0.00, 0.00, 0.00, 0.00, 0.00, 0.01, 0.20, 0.00, 0.05, 0.06, 0.00, 0.00, 0.00, 0.00, 0.00, 0.00, 0.00, 0.00, 0.10, 0.00, 0.00, 0.00, 0.02, 0.10],
  "e_lumo_ev": [-5.419, -9.363],
  "e_homo_ev": [-11.9, -11.9],
  "charge": 1,
  "total_energy_ha": -22216.4258,
  "spin_multiplicity": 2
}

{
  "formula": "C26H31BrCsN5O7",
  "method": "ωB97M-V/def2-TZVPD",
  "elements": ["H", "H", "C", "C", "C", "O", "H", "Cs", "O", "H", "C", "H", "N", "H", "H", "H", "N", "O", "H", "O", "H", "H", "O", "Br", "N", "C", "C", "C", "H", "C", "C", "C", "H", "C", "H", "C", "H", "H", "C", "H", "H", "C", "H", "H", "O", "C", "C", "H", "C", "C", "C", "H", "C", "H", "C", "H", "H", "N", "H", "H", "C", "H", "O", "C", "C", "H", "C", "N", "H", "H", "C"],
  "positions_angstrom": [[4.82573, 2.38527, -0.09407], [3.74344, 2.77749, 3.84548], [1.03723, -1.19606, -3.88393], [3.90913, 1.94906, 3.14952], [1.00743, -3.33051, -0.07031], [0.40597, 3.31219, 1.34605], [2.09591, -3.33553, -0.01810], [0.33313, 0.08179, -0.71733], [-1.90364, 3.56141, 0.03293], [0.62626, -4.32988, 0.15784], [5.06329, 2.16579, 0.94220], [1.38377, 1.91422, 2.53170], [-3.16212, 2.88696, 1.80279], [-3.38691, -0.85869, -1.55758], [-4.17469, 3.33064, 0.04676], [-1.52436, -5.35678, 3.04709], [0.11090, -4.17827, 3.52530], [2.67773, 3.16262, -0.01728], [0.80953, 1.21769, -4.95016], [1.55119, -0.29115, 3.41095], [3.17031, 1.16979, 3.34728], [-0.85486, 3.95012, 2.87827], [-1.42156, -1.42104, 0.28598], [-3.82764, -3.59831, 2.48687], [1.48551, -2.82796, -2.33556], [-1.17215, -4.34222, 3.20362], [0.56122, -2.89700, -1.44798], [-3.25220, 2.44647, 3.19475], [-3.82528, -2.06158, -0.34378], [-1.73840, -2.01606, -0.80303], [-3.19435, -1.88220, -1.21835], [-4.37990, 2.89512, 1.02025], [-5.15355, 3.48123, 1.52646], [-0.25477, -1.79565, 3.54168], [1.60373, -2.78338, 3.86468], [2.73826, 2.84970, 1.15716], [0.91988, -2.87336, -6.04345], [5.37251, 1.12073, 1.02365], [0.64608, 0.82969, -7.08073], [0.65543, -2.26458, -8.44829], [-2.50802, 1.69336, 3.44918], [0.88506, -0.85908, -5.36119], [0.59491, -2.65610, 0.68551], [4.90151, 1.54830, 3.35214], [1.04718, -0.21603, -3.05727], [-1.97526, 3.22057, 1.19899], [0.69386, -1.48905, -7.69128], [1.74293, 3.59237, 2.91262], [0.54903, -2.92088, 3.66322], [0.34265, -0.40418, 3.70778], [-2.03409, -3.26925, 3.04043], [-2.22846, -1.12177, 3.08069], [-0.87546, -2.65795, -1.67530], [-4.75527, 1.87750, 0.87748], [1.53232, 2.90275, 2.08077], [0.56949, 1.87635, -7.35516], [-4.23549, 2.00211, 3.33858], [3.88729, 2.40126, 1.75642], [-3.46855, -2.57364, -2.01785], [-1.23715, -2.89656, -2.66818], [0.83584, -1.83885, -6.35387], [-0.74619, 2.21257, 2.65232], [-0.44914, 0.48908, 4.10201], [0.78173, 0.47440, -5.73835], [-0.76122, 3.16068, 2.11338], [0.49360, 0.12376, -9.10724], [-1.58887, -1.97930, 3.23311], [1.15267, -2.47168, -3.64906], [-3.15856, 3.28082, 3.89879], [5.90027, 2.79978, 1.25629], [0.60418, -0.14913, -8.06429]],
  "mulliken_charge": [0.33, 0.27, 0.27, -0.87, 0.31, -0.19, 0.30, 1.27, -0.70, 0.18, -1.14, -0.54, 0.22, 0.19, 0.33, 0.35, -0.67, -0.68, 0.39, -0.90, 0.32, 0.19, -0.69, -0.25, -0.64, -0.17, -0.26, -0.99, 0.21, 0.76, -1.33, -1.16, 0.37, 0.58, 0.42, 0.54, 0.43, 0.40, -0.55, 0.34, 0.32, 0.38, -0.46, 0.43, -0.90, 0.64, -0.55, 0.18, -0.25, 0.08, 0.00, 0.46, -0.44, 0.36, 0.61, 0.35, 0.41, 0.20, 0.35, 0.19, -0.27, -0.39, -0.78, -0.38, 0.38, 0.35, -0.27, -0.47, 0.24, 0.32, -0.32],
  "e_lumo_ev": 3.848,
  "e_homo_ev": -1.4,
  "charge": -2,
  "de_lowest_ev": 1.496,
  "total_energy_ha": -4404.0426
}

{
  "formula": "C26H31CrN4O6S3",
  "method": "ωB97M-V/def2-TZVPD",
  "elements": ["H", "C", "H", "C", "H", "H", "C", "C", "O", "N", "C", "H", "S", "H", "H", "H", "C", "H", "C", "C", "H", "H", "C", "O", "S", "N", "H", "H", "C", "O", "H", "H", "C", "H", "H", "C", "O", "H", "C", "H", "H", "H", "C", "H", "H", "C", "H", "H", "C", "O", "H", "C", "N", "C", "Cr", "H", "C", "N", "C", "C", "C", "H", "H", "S", "C", "C", "H", "C", "C", "O", "H"],
  "positions_angstrom": [[-2.77287, -1.25575, -3.85966], [1.56750, 0.35981, -2.30715], [3.35224, 1.94569, 3.56380], [-1.87489, -1.01675, -0.88737], [3.29807, 0.70455, 2.29390], [-1.56620, 0.83031, 3.42038], [1.26122, 2.65315, -3.87313], [0.87268, -0.36663, 2.87707], [-1.40276, -5.72556, -0.74868], [-0.71572, -0.40539, 1.09370], [-2.96191, 0.53174, 0.57498], [-0.11318, -1.17455, 0.77318], [2.57779, -2.78214, -3.75541], [3.21327, 3.22625, -3.14728], [-3.02030, 1.12815, 1.47123], [2.49111, 2.89625, 1.43589], [0.00869, 0.52041, 1.96267], [-0.64489, 1.81938, -4.40556], [0.94970, 3.16034, 2.92769], [-1.82839, -0.25516, 0.30126], [-4.96235, -0.28210, -2.05406], [1.13695, 3.53610, -4.48752], [-0.70836, -4.70889, -0.84500], [-0.37646, -4.08918, -1.94706], [3.68369, -1.48058, 0.44988], [0.71688, -3.02863, 0.08936], [-5.00975, 2.43250, 0.11981], [1.57078, 3.79241, 3.57500], [1.83328, 2.27055, 2.04533], [2.58149, -3.41831, -2.34829], [-5.64269, 1.10545, 1.09461], [-3.89825, -2.39373, -3.11533], [-0.85794, 1.43545, 2.84356], [1.58497, -3.22395, 0.56596], [0.35130, 2.04665, 0.46382], [0.02836, 2.27583, 3.77796], [3.49856, -1.65866, -3.79708], [1.50274, -0.99830, 2.24071], [2.68301, 1.35017, 2.92999], [-2.15345, -2.63347, -2.93694], [1.57669, 0.76991, 0.50318], [-1.41918, 2.12763, 2.21605], [-2.94358, -1.88256, -2.97785], [0.21852, 0.74303, 5.29439], [2.36165, -0.17828, 4.42626], [2.55356, 1.34590, -2.34720], [-0.61371, 2.90858, 4.39841], [-6.08834, 1.23510, -0.61304], [2.99818, -0.57448, -0.78580], [2.83475, -3.77323, -4.77430], [-0.14337, -4.62858, 1.11086], [-5.27274, 1.37131, 0.10093], [1.82932, -0.72068, -1.45349], [0.87380, 1.36796, 4.67545], [0.92417, -2.57146, -1.77378], [-1.01772, -1.60376, -1.19364], [1.75908, 0.48092, 3.79495], [-0.23730, -4.06991, 0.29086], [2.42091, 2.48559, -3.12775], [0.40510, 0.54495, -3.05250], [0.26156, 1.68396, -3.82599], [-0.36727, -0.21443, -3.03937], [0.21114, -1.01996, 3.45674], [3.83865, 0.90029, -1.27579], [-2.97001, -1.04041, -1.72328], [0.94925, 1.41284, 1.12823], [0.34482, 3.82373, 2.29737], [-4.08792, -0.26069, -1.40703], [-4.07516, 0.52596, -0.26807], [1.13051, -2.28939, -3.78032], [1.49071, 1.97676, 5.34928]],
  "mulliken_spin": [0.00, 0.00, 0.00, -0.05, 0.00, 0.00, 0.00, 0.00, 0.01, 0.00, 0.00, 0.00, 0.01, 0.00, 0.00, 0.00, 0.00, 0.00, 0.00, 0.03, 0.00, 0.00, 0.01, 0.00, 0.01, -0.01, 0.00, 0.00, 0.00, -0.02, 0.00, 0.00, 0.00, 0.01, 0.00, 0.00, 0.00, 0.00, 0.00, 0.00, 0.01, 0.00, 0.00, 0.00, 0.00, -0.01, 0.00, 0.00, 0.04, 0.00, 0.00, 0.00, -0.09, 0.00, 3.10, -0.05, 0.00, 0.00, 0.00, 0.01, 0.01, -0.01, 0.00, 0.00, 0.01, 0.00, 0.00, 0.00, 0.00, 0.01, 0.00],
  "e_lumo_ev": [4.142, 4.142],
  "e_homo_ev": [-2.0, -2.3],
  "charge": -2,
  "de_lowest_ev": 0.635,
  "total_energy_ha": -3919.1266,
  "spin_multiplicity": 4
}